C35H31N10O4S3Sr as an isolated structure. Source: the OMol25 dataset; level of theory: the ωB97M-V functional and the def2-TZVPD basis.

As for the relative energy (zero: lowest compared OMol25 entry of this formula, charge and spin): 42.30 kJ/mol. As for the total charge: -1. For the strongest force on any atom, the calculation gives 0.6 eV/Å. The gap between HOMO and LUMO is 5.52 eV.

Atoms and positions in Å:
Sr1 -0.401 1.099 -0.093
S1 -1.401 0.534 2.608
C1 -1.204 2.137 3.252
C2 -2.241 2.668 4.022
C3 -2.203 3.959 4.546
C4 -3.344 4.468 5.238
N1 -4.298 4.845 5.762
C5 -1.047 4.737 4.350
C6 0.000 4.215 3.599
C7 -0.055 2.955 2.990
S2 1.242 2.494 1.934
C8 -0.967 6.078 4.835
N2 -0.902 7.159 5.227
H1 -3.112 2.050 4.200
H2 0.882 4.819 3.433
N3 -4.533 2.583 1.186
C9 -5.168 1.390 0.937
C10 -4.323 0.694 0.126
N4 -3.190 1.418 -0.120
C11 -3.345 2.546 0.533
C12 -2.369 3.624 0.528
N5 -1.347 3.673 -0.297
C13 -0.694 4.841 -0.001
C14 -1.332 5.497 1.004
N6 -2.417 4.717 1.329
H3 -4.870 3.322 1.777
H4 -6.128 1.155 1.359
H5 -4.465 -0.297 -0.271
H6 0.217 5.123 -0.501
H7 -1.106 6.402 1.539
H8 -2.961 4.816 2.171
C15 4.631 -5.167 3.805
C16 3.368 -4.592 3.183
S3 2.306 -5.900 2.603
O1 2.993 -6.610 1.552
O2 1.818 -6.616 3.753
C17 0.924 -5.052 1.867
C18 1.258 -4.421 0.523
N7 0.233 -3.454 0.150
C19 0.265 -2.145 0.505
N8 -0.717 -1.465 -0.070
C20 -1.416 -2.343 -0.827
C21 -0.838 -3.577 -0.717
N9 -1.301 -4.803 -1.256
O3 -0.801 -5.844 -0.850
O4 -2.195 -4.744 -2.079
C22 1.248 -1.521 1.425
H9 5.271 -4.348 4.131
H10 5.177 -5.769 3.082
H11 4.389 -5.784 4.669
H12 3.602 -3.954 2.329
H13 2.788 -4.016 3.905
H14 0.547 -4.319 2.581
H15 0.167 -5.830 1.749
H16 1.324 -5.185 -0.242
H17 2.206 -3.884 0.534
H18 -2.280 -2.073 -1.407
H19 1.911 -2.246 1.893
H20 0.704 -0.962 2.192
H21 1.852 -0.806 0.858
C23 4.295 -0.333 -2.745
C24 3.259 -1.259 -2.737
C25 2.056 -0.942 -2.112
C26 1.788 0.279 -1.465
C27 2.874 1.175 -1.516
C28 4.093 0.894 -2.129
H22 5.240 -0.564 -3.223
H23 3.390 -2.223 -3.218
H24 1.278 -1.711 -2.147
H25 2.786 2.150 -1.034
H26 4.892 1.629 -2.117
N10 -1.370 1.052 -2.804
C29 -1.167 1.036 -3.932
C30 -0.871 1.003 -5.335
C31 0.089 1.870 -5.849
C32 0.380 1.829 -7.202
C33 -0.280 0.932 -8.030
C34 -1.231 0.065 -7.510
C35 -1.532 0.095 -6.159
H27 0.604 2.553 -5.188
H28 1.128 2.496 -7.608
H29 -0.047 0.904 -9.087
H30 -1.738 -0.639 -8.156
H31 -2.265 -0.579 -5.738

=====

C14H36B2Br10NbO6 as an isolated structure. Source: the OMol25 dataset; level of theory: the ωB97M-V functional and the def2-TZVPD basis.

As for the relative energy (zero: lowest compared OMol25 entry of this formula, charge and spin): 0.00 kJ/mol. As for the total charge: -1. For the strongest force on any atom, the calculation gives 3.4 eV/Å. The gap between HOMO and LUMO is 5.80 eV.

Atoms and positions in Å:
C1 3.374 -0.849 0.822
C2 3.258 -0.222 -0.571
C3 2.841 1.254 -0.590
C4 1.384 1.483 -0.964
O1 0.508 0.456 -0.555
Nb1 -1.174 0.872 0.430
O2 -2.184 -0.630 -0.406
B1 -1.491 -1.656 -0.872
O3 -1.293 -2.783 -0.095
O4 -0.970 -1.658 -2.152
B2 -2.071 2.456 -1.148
O5 -1.323 3.170 -2.085
O6 -3.418 2.697 -1.258
H1 2.648 -1.647 0.964
H2 4.362 -1.280 0.993
H3 3.204 -0.119 1.612
H4 2.566 -0.811 -1.172
H5 4.228 -0.289 -1.069
H6 3.034 1.691 0.391
H7 3.451 1.795 -1.317
H8 1.278 1.633 -2.044
H9 1.069 2.421 -0.501
H10 -0.722 -0.202 1.906
H11 -0.382 2.252 1.313
H12 -2.626 1.374 1.390
H13 -0.742 -3.409 -0.549
H14 -0.184 -2.196 -2.144
H15 -0.568 3.579 -1.673
H16 -3.488 3.644 -1.128
Br1 0.130 -5.346 -2.935
C5 -1.495 -6.399 -2.873
C6 -1.635 -7.139 -1.571
Br2 -0.425 -8.659 -1.458
H17 -1.465 -7.068 -3.726
H18 -2.311 -5.690 -2.988
H19 -2.638 -7.546 -1.475
H20 -1.413 -6.504 -0.721
Br3 3.969 -4.100 -2.654
C7 3.809 -5.899 -3.357
C8 3.613 -6.925 -2.275
Br4 5.250 -7.289 -1.292
H21 4.702 -6.089 -3.944
H22 2.935 -5.890 -4.003
H23 3.307 -7.874 -2.707
H24 2.877 -6.601 -1.546
Br5 -0.897 5.918 2.006
C9 0.008 4.971 3.433
C10 1.506 5.084 3.359
Br6 2.306 4.019 1.953
H25 -0.337 3.944 3.370
H26 -0.333 5.426 4.359
H27 1.944 4.725 4.287
H28 1.815 6.108 3.176
Br7 -3.849 5.854 -0.130
C11 -4.149 7.009 -1.653
C12 -3.199 6.670 -2.776
Br8 -1.395 7.285 -2.401
H29 -4.027 8.030 -1.309
H30 -5.176 6.843 -1.967
H31 -3.503 7.167 -3.693
H32 -3.128 5.598 -2.937
Br9 0.143 1.110 4.639
C13 -1.052 0.157 5.832
C14 -1.764 -0.986 5.150
Br10 -3.210 -0.406 4.010
H33 -1.757 0.879 6.230
H34 -0.421 -0.223 6.632
H35 -2.215 -1.628 5.904
H36 -1.088 -1.559 4.523

=====

A 9-piece molecular cluster, C27H21Cl24F17N2O5P overall. Source: the OMol25 dataset; level of theory: the ωB97M-V functional and the def2-TZVPD basis.

As for the relative energy (zero: lowest compared OMol25 entry of this formula, charge and spin): 111.48 kJ/mol. As for the total charge: -1. For the strongest force on any atom, the calculation gives 3.6 eV/Å. The gap between HOMO and LUMO is 7.78 eV.

Atoms and positions in Å:
N1 -0.807 -3.444 -4.445
C1 -0.408 -2.601 -3.741
O1 -0.067 -1.581 -3.055
P1 -1.329 -0.842 -2.028
C2 -2.389 -0.204 -3.459
C3 -3.760 0.319 -2.990
C4 -4.802 -0.775 -2.898
O2 -5.069 -1.452 -3.863
O3 -5.444 -1.002 -1.731
C5 -0.084 0.675 -1.979
F1 0.457 0.811 -3.230
F2 0.992 0.359 -1.209
C6 -0.661 2.074 -1.623
F3 -0.999 2.695 -2.799
F4 -1.775 2.094 -0.890
C7 0.391 3.065 -0.990
F5 1.583 2.944 -1.569
F6 -0.045 4.307 -1.313
C8 0.417 3.010 0.572
F7 0.199 1.734 0.944
F8 -0.627 3.736 1.031
C9 1.752 3.453 1.220
F9 2.660 2.505 0.964
F10 2.185 4.555 0.583
C10 1.682 3.829 2.729
F11 2.913 4.265 3.103
F12 0.884 4.876 2.943
C11 1.207 2.709 3.700
F13 1.309 3.260 4.935
F14 -0.086 2.447 3.558
C12 2.063 1.401 3.761
F15 3.347 1.597 3.509
F16 1.982 0.950 5.027
F17 1.606 0.431 2.992
O4 -2.288 -2.276 -2.040
C13 -2.073 -3.089 -0.918
C14 -1.349 -2.275 0.186
C15 -2.351 -1.700 1.194
C16 -3.640 -2.181 1.421
C17 -4.431 -1.597 2.382
N2 -4.163 -0.554 3.163
C18 -2.927 -0.134 2.913
C19 -2.015 -0.629 2.024
O5 -0.594 -1.335 -0.527
H1 -2.330 -0.289 -1.152
H2 -1.912 0.591 -4.041
H3 -2.621 -0.997 -4.182
H4 -4.118 0.983 -3.789
H5 -3.724 0.931 -2.084
H6 -6.104 -1.686 -1.906
H7 -1.259 -3.766 -1.270
H8 -2.858 -3.799 -0.670
H9 -0.562 -2.798 0.768
H10 -4.019 -3.027 0.868
H11 -5.419 -2.039 2.538
H12 -2.598 0.741 3.520
H13 -1.024 -0.189 1.961
C20 -2.232 7.484 0.864
Cl1 -2.582 8.142 -0.740
Cl2 -1.527 5.875 0.744
Cl3 -1.161 8.571 1.760
H14 -3.166 7.409 1.408
C21 -1.725 -7.654 1.345
Cl4 -3.161 -8.440 0.676
Cl5 -0.503 -7.413 0.098
Cl6 -2.154 -6.133 2.118
H15 -1.307 -8.304 2.103
C22 2.799 -4.711 0.588
Cl7 2.513 -6.272 -0.198
Cl8 4.276 -3.978 -0.048
Cl9 1.457 -3.578 0.353
H16 2.938 -4.888 1.647
C23 0.165 2.958 -6.742
Cl10 -0.550 2.842 -5.140
Cl11 0.159 1.385 -7.546
Cl12 -0.679 4.164 -7.733
H17 1.193 3.276 -6.632
C24 5.279 7.297 0.931
Cl13 5.683 6.842 -0.727
Cl14 4.423 5.991 1.745
Cl15 6.737 7.749 1.824
H18 4.625 8.159 0.894
C25 -0.893 0.898 6.747
Cl16 -0.689 -0.620 7.629
Cl17 -1.773 0.627 5.230
Cl18 -1.722 2.094 7.750
H19 0.091 1.283 6.506
C26 7.664 -1.601 0.114
Cl19 6.320 -1.076 1.127
Cl20 8.678 -2.765 0.976
Cl21 7.076 -2.289 -1.402
H20 8.269 -0.735 -0.121
C27 2.012 -8.676 -3.269
Cl22 3.614 -8.701 -2.527
Cl23 2.014 -9.595 -4.777
Cl24 0.797 -9.307 -2.155
H21 1.758 -7.648 -3.499

=====

C24H28O2SV as an isolated structure. Source: the OMol25 dataset; level of theory: the ωB97M-V functional and the def2-TZVPD basis.

The spin multiplicity is 2. As for the total charge: +2. For the strongest force on any atom, the calculation gives 7.5 eV/Å. The gap between HOMO and LUMO (alpha / beta) is 6.94 / 5.77 eV. Its expectation value of S² is 0.83.

Atoms and positions in Å:
V1 0.982 -0.569 0.191
C1 4.667 -1.938 -0.046
C2 3.711 -1.013 0.641
C3 3.269 -1.262 1.950
C4 2.356 -0.422 2.575
C5 1.871 0.709 1.905
C6 2.387 1.038 0.634
C7 3.275 0.150 -0.004
H1 5.413 -1.377 -0.607
H2 4.122 -2.564 -0.756
H3 5.171 -2.592 0.662
H4 3.691 -2.097 2.497
H5 2.052 -0.604 3.598
H6 1.240 1.416 2.428
H7 2.202 2.018 0.213
H8 3.715 0.424 -0.954
C8 -1.564 5.875 2.343
C9 -1.672 4.488 1.805
C10 -0.955 4.087 0.672
C11 -0.987 2.789 0.212
C12 -0.374 2.465 -1.128
C13 -1.765 1.831 0.929
C14 -1.672 0.432 0.679
O1 -0.592 -0.120 0.289
C15 -2.616 2.256 1.985
C16 -3.545 1.298 2.677
C17 -2.528 3.566 2.410
H9 -0.884 6.492 1.761
H10 -1.217 5.847 3.378
H11 -2.544 6.356 2.362
H12 -0.385 4.833 0.129
H13 0.059 3.364 -1.561
H14 -1.155 2.108 -1.802
H15 0.399 1.697 -1.094
H16 -2.502 -0.227 0.922
H17 -4.193 0.793 1.959
H18 -4.179 1.830 3.382
H19 -2.996 0.539 3.236
H20 -3.141 3.893 3.241
C18 0.866 -4.895 -0.822
S1 0.006 -3.354 -0.502
O2 1.172 -2.335 -0.399
C19 -0.666 -3.063 -2.131
C20 0.168 -2.704 -3.182
C21 -0.389 -2.541 -4.440
C22 -1.752 -2.741 -4.631
C23 -2.572 -3.097 -3.569
C24 -2.029 -3.257 -2.303
H21 1.539 -4.757 -1.666
H22 0.116 -5.653 -1.043
H23 1.419 -5.172 0.075
H24 1.229 -2.556 -3.023
H25 0.241 -2.272 -5.276
H26 -2.180 -2.619 -5.617
H27 -3.631 -3.255 -3.721
H28 -2.652 -3.537 -1.461

=====

A 2-piece molecular cluster, ClH5OSi2 overall. Source: the OMol25 dataset; level of theory: the ωB97M-V functional and the def2-TZVPD basis.

As for the relative energy (zero: lowest compared OMol25 entry of this formula, charge and spin): 309.06 kJ/mol. The SMILES is O=[SiH2].[SiH3]Cl. For the strongest force on any atom, the calculation gives 3.2 eV/Å. The gap between HOMO and LUMO is 10.00 eV.

Atoms and positions in Å:
O1 -0.477 0.952 0.052
Si1 3.099 1.707 -0.027
Si2 -1.301 -0.056 0.823
Cl1 2.463 -0.193 -0.669
H1 2.414 2.745 -0.974
H2 3.022 1.966 1.336
H3 4.556 1.714 -0.267
H4 -2.549 -0.887 0.439
H5 -1.258 -0.097 2.241

=====

C20H18N3O2Pd as an isolated structure. Source: the OMol25 dataset; level of theory: the ωB97M-V functional and the def2-TZVPD basis.

As for the total charge: -1. For the strongest force on any atom, the calculation gives 3.7 eV/Å. The gap between HOMO and LUMO (alpha / beta) is 3.51 / 3.52 eV.

Atoms and positions in Å:
Pd1 -8.978 -9.285 -8.445
O1 -10.088 -13.179 -8.484
C1 -9.982 -11.949 -8.549
N1 -8.888 -11.218 -8.206
C2 -7.794 -11.758 -7.411
C3 -6.804 -10.633 -7.136
C4 -5.499 -10.778 -6.654
C5 -4.706 -9.646 -6.528
C6 -5.342 -8.372 -6.622
C7 -6.629 -8.290 -7.095
N2 -7.284 -9.419 -7.431
C8 -11.081 -11.060 -9.242
C9 -12.302 -11.566 -9.791
C10 -13.041 -10.672 -10.562
C11 -12.718 -9.310 -10.545
C12 -11.592 -8.852 -9.838
N3 -10.840 -9.713 -9.182
H1 -7.361 -12.624 -7.939
H2 -8.288 -12.118 -6.485
H3 -5.079 -11.780 -6.395
H4 -3.621 -9.750 -6.407
H5 -4.797 -7.452 -6.401
H6 -7.102 -7.321 -7.235
H7 -12.358 -12.657 -9.784
H8 -13.976 -11.012 -11.047
H9 -13.292 -8.588 -11.072
H10 -11.477 -7.761 -9.686
C13 -5.695 -8.120 -11.742
C14 -6.465 -6.805 -11.695
O2 -6.007 -5.834 -11.076
C15 -7.798 -6.723 -12.466
C16 -8.639 -7.841 -12.545
C17 -9.841 -7.742 -13.239
C18 -10.283 -6.538 -13.808
C19 -9.507 -5.425 -13.634
C20 -8.282 -5.505 -12.976
H11 -4.592 -7.913 -11.812
H12 -6.005 -8.737 -12.623
H13 -5.871 -8.758 -10.861
H14 -8.444 -8.731 -11.955
H15 -10.474 -8.618 -13.184
H16 -11.238 -6.573 -14.357
H17 -9.731 -4.445 -14.015
H18 -7.721 -4.576 -12.772